(1)
Computed, not measured: a molecular structure, C29H41MnN3S2Sb, with the ωB97M-V functional and the def2-TZVPD basis.

Cartesian coordinates (Å):
1 Mn -0.2773 1.4743 -0.4409
2 S 1.9289 1.4002 -0.4952
3 C 2.4545 2.9469 0.1292
4 C 3.7340 3.1303 0.6320
5 C 4.0963 4.3653 1.1454
6 C 5.4204 4.5420 1.6897
7 N 6.4790 4.6569 2.1251
8 C 3.1756 5.4244 1.1506
9 C 1.8995 5.2388 0.6385
10 C 1.5415 3.9963 0.1298
11 S -0.0517 3.6876 -0.5043
12 C 3.5316 6.7057 1.7088
13 N 3.7878 7.7313 2.1616
14 H 4.4511 2.3196 0.6328
15 H 1.1912 6.0586 0.6430
16 C -2.8678 2.8287 -1.6006
17 N -2.4216 1.8791 -0.5518
18 C -3.1206 0.6034 -0.7964
19 C -2.7942 2.3969 0.7926
20 C -1.8505 1.9324 1.8685
21 C -2.2142 2.0197 3.2064
22 C -1.2899 1.7464 4.2036
23 C 0.0099 1.3875 3.8645
24 C 0.3819 1.2912 2.5306
25 C -0.5586 1.5378 1.5405
26 H -3.9463 2.9877 -1.5205
27 H -2.6480 2.4189 -2.5855
28 H -2.3671 3.7840 -1.4919
29 H -4.2043 0.7446 -0.7380
30 H -2.8227 -0.1309 -0.0604
31 H -2.8731 0.2469 -1.7896
32 H -3.8261 2.1100 1.0096
33 H -2.7557 3.4852 0.7566
34 H -3.2229 2.3307 3.4636
35 H -1.5787 1.8283 5.2450
36 H 0.7427 1.1767 4.6350
37 H 1.3959 1.0098 2.2807
38 C 2.4840 -1.5548 -2.3404
39 C 2.0321 -2.2675 -1.0659
40 C 2.8826 -1.8579 0.1424
41 C 2.1620 -3.7785 -1.2389
42 Sb -0.0565 -1.5582 -0.7112
43 C -0.8095 -2.7456 1.0155
44 C -2.2365 -2.3164 1.3398
45 C 0.0773 -2.4360 2.2178
46 C -0.7594 -4.2319 0.6699
47 C -1.1776 -2.2335 -2.5146
48 C -2.6218 -2.5861 -2.1537
49 C -0.5495 -3.4570 -3.1768
50 C -1.1216 -1.0469 -3.4791
51 H 3.5488 -1.7642 -2.5020
52 H 2.3709 -0.4721 -2.2876
53 H 1.9459 -1.9166 -3.2191
54 H 3.9422 -1.9803 -0.1198
55 H 2.6863 -2.5040 1.0000
56 H 2.7371 -0.8242 0.4481
57 H 3.2165 -3.9915 -1.4646
58 H 1.5707 -4.1815 -2.0553
59 H 1.9168 -4.3229 -0.3281
60 H -2.2875 -1.2549 1.5857
61 H -2.5608 -2.8596 2.2359
62 H -2.9455 -2.5438 0.5459
63 H 0.0627 -1.3766 2.4692
64 H 1.1121 -2.7466 2.0649
65 H -0.3066 -2.9873 3.0871
66 H -1.2503 -4.4658 -0.2782
67 H -1.2823 -4.7943 1.4551
68 H 0.2620 -4.6042 0.6336
69 H -2.6752 -3.5403 -1.6263
70 H -3.1956 -2.6961 -3.0825
71 H -3.1241 -1.8385 -1.5496
72 H -0.4492 -4.3021 -2.4952
73 H 0.4247 -3.2365 -3.6140
74 H -1.2048 -3.7779 -3.9971
75 H -1.5396 -0.1347 -3.0438
76 H -1.7095 -1.2796 -4.3763
77 H -0.1017 -0.8270 -3.7996

Cartesian forces, eV/Å:
Mn -0.247 -0.332 0.245
S 0.201 -0.087 0.012
C -0.153 0.025 -0.053
C 0.155 -0.046 -0.003
C 0.234 0.046 0.087
C 0.082 0.000 0.037
N -0.281 -0.037 -0.121
C -0.036 0.201 0.049
C -0.016 0.090 -0.012
C 0.017 -0.004 0.006
S -0.021 0.295 -0.005
C 0.007 0.059 0.028
N -0.061 -0.245 -0.123
H -0.029 0.005 0.013
H 0.050 -0.054 0.031
C -0.060 -0.053 0.008
N 0.195 -0.140 -0.167
C -0.148 0.088 0.015
C 0.072 0.018 0.068
C -0.135 -0.022 -0.236
C -0.069 -0.052 0.137
C 0.022 -0.006 0.004
C -0.083 -0.031 0.045
C 0.155 -0.148 -0.020
C -0.012 0.146 0.060
H -0.019 -0.040 0.008
H 0.031 -0.015 0.018
H 0.010 0.053 0.022
H -0.008 0.033 0.003
H 0.028 -0.105 0.150
H -0.047 -0.016 0.027
H -0.039 0.036 0.022
H 0.034 0.071 -0.061
H 0.078 -0.039 0.008
H 0.024 -0.011 -0.077
H -0.063 0.037 -0.029
H -0.008 0.028 -0.018
C 0.150 -0.073 -0.018
C -0.312 0.166 0.206
C 0.125 -0.075 -0.066
C 0.157 -0.021 -0.030
Sb 0.058 -0.059 -0.080
C 0.114 0.200 -0.322
C 0.027 -0.066 0.142
C 0.025 -0.197 0.051
C -0.136 -0.040 0.104
C 0.143 0.079 0.278
C 0.045 -0.083 -0.155
C -0.067 0.022 -0.172
C -0.144 -0.090 -0.114
H -0.078 0.008 -0.005
H 0.020 -0.037 -0.025
H 0.055 0.043 0.052
H -0.107 0.000 0.021
H 0.089 0.063 -0.125
H 0.025 -0.058 0.005
H -0.114 0.018 0.034
H 0.062 0.017 0.027
H 0.059 0.049 -0.047
H -0.003 0.073 0.034
H -0.007 0.009 -0.075
H -0.010 0.010 -0.019
H 0.009 0.075 0.023
H -0.164 0.014 0.058
H 0.042 0.055 -0.089
H 0.037 0.004 0.096
H 0.053 0.055 -0.067
H -0.067 -0.011 -0.013
H -0.029 0.066 -0.005
H 0.044 -0.021 0.065
H -0.058 0.054 0.033
H -0.061 0.036 -0.028
H -0.060 -0.061 0.042
H 0.053 0.039 0.047
H 0.095 -0.051 -0.114
H 0.066 0.028 0.056
H 0.006 0.010 0.023

Values from the calculation:
HOMO-LUMO gap (alpha / beta)	6.230 / 7.657	eV
net charge	+1
highest occupied orbital energy (alpha / beta)	-11.33 / -11.42	eV
spin multiplicity	4
E_LUMO (alpha / beta)	-0.187 / -0.138	Ha

***

(2)
Computed, not measured: 3 unconnected molecules or ions with the total composition C6H13N2O2 at a distorted geometry, with the ωB97M-V functional and the def2-TZVPD basis.

Cartesian coordinates (Å):
1 C -0.5347 -0.4012 -0.6557
2 C 0.3974 -0.7289 -1.3205
3 C 1.3544 1.1390 1.9740
4 C 1.5767 -1.1852 -2.0443
5 C 3.7763 1.9305 1.8663
6 C -2.4218 1.1818 -0.6582
7 N 2.5351 1.2458 1.9583
8 N -1.6481 0.1044 0.0153
9 O 0.2009 1.0423 1.7526
10 O -3.3319 -2.2181 0.2907
11 H 1.4228 -1.1495 -3.1661
12 H 1.7570 -2.1712 -1.7699
13 H 2.4051 -0.4122 -1.6387
14 H 4.0770 2.3496 2.9630
15 H 4.5922 1.2025 1.6773
16 H 3.6929 2.7892 1.1590
17 H -3.2308 1.6489 -0.0268
18 H -1.6896 2.0471 -0.8803
19 H -2.8905 0.8948 -1.6335
20 H -4.2010 -2.2679 -0.1744
21 H -2.3035 -0.7308 0.1661
22 H -1.1087 0.4610 0.8835
23 H -3.2463 -2.6629 1.1027

Cartesian forces, eV/Å:
C -0.250 0.208 -1.195
C -0.092 -0.353 -0.279
C 2.685 0.863 -1.352
C 0.716 3.657 -0.310
C 1.461 1.136 2.804
C 0.234 2.960 -1.062
N -1.861 -0.599 0.471
N -0.009 -0.805 1.114
O -1.152 -0.331 0.762
O -0.169 1.818 -2.640
H 0.344 0.261 1.369
H 0.780 -1.698 0.537
H -1.359 -2.128 -1.427
H -0.875 -0.737 -2.598
H -0.623 0.623 -0.444
H 0.338 -0.870 0.469
H 0.982 -1.051 -0.206
H -1.090 -1.485 0.287
H 0.701 -0.305 0.987
H 0.961 -0.433 1.234
H 0.470 0.678 0.516
H -1.531 -0.245 -0.446
H -0.661 -1.162 1.411

Values from the calculation:
HOMO-LUMO gap	11.011	eV
net charge	+1
highest occupied orbital energy	-13.65	eV
E_LUMO	-0.097	Ha

***

(3)
Computed, not measured: 16 unconnected molecules or ions with the total composition C16H64O16 at a distorted geometry, with the ωB97M-V functional and the def2-TZVPD basis.

Cartesian coordinates (Å):
1 C -15.2303 -27.8755 -5.9794
2 O -15.3901 -28.7667 -4.8616
3 H -14.3894 -28.2054 -6.5894
4 H -16.0452 -27.8365 -6.7023
5 H -15.0692 -26.8492 -5.6497
6 H -16.3066 -29.0244 -4.7380
7 C -13.7298 -24.4974 -8.3694
8 O -14.5038 -23.3369 -8.0456
9 H -14.3313 -25.0579 -9.0851
10 H -12.7787 -24.2455 -8.8384
11 H -13.6432 -25.1418 -7.4946
12 H -14.8630 -23.0346 -8.8830
13 C -14.8155 -26.3695 -2.4165
14 O -14.0401 -25.5954 -1.4589
15 H -15.8311 -25.9738 -2.4185
16 H -14.4093 -26.0524 -3.3770
17 H -14.8407 -27.4462 -2.2486
18 H -14.6145 -25.4429 -0.7050
19 C -11.7397 -28.9244 -4.3774
20 O -12.8973 -28.8087 -3.5959
21 H -11.8908 -29.5896 -5.2275
22 H -11.4487 -27.9619 -4.7982
23 H -10.9202 -29.2649 -3.7445
24 H -13.6826 -28.5256 -4.0700
25 C -6.0322 -22.6017 -4.0591
26 O -5.7179 -21.2281 -4.1115
27 H -6.3619 -22.9509 -3.0806
28 H -6.7630 -22.7736 -4.8494
29 H -5.1989 -23.2831 -4.2302
30 H -5.0253 -21.1395 -3.4527
31 C -15.2338 -22.9033 -4.5408
32 O -15.7568 -22.4408 -5.7876
33 H -14.2775 -22.4786 -4.2353
34 H -15.8028 -22.7312 -3.6272
35 H -15.0608 -23.9774 -4.6086
36 H -15.2144 -22.6937 -6.5383
37 C -10.1185 -24.8820 -6.4368
38 O -9.6385 -24.6520 -7.7362
39 H -10.1048 -23.9594 -5.8564
40 H -11.1049 -25.3178 -6.2780
41 H -9.5710 -25.7257 -6.0167
42 H -9.9316 -25.4240 -8.2259
43 C -10.6296 -24.7426 -2.3367
44 O -11.5302 -25.2606 -3.2786
45 H -9.6695 -24.4248 -2.7433
46 H -11.0757 -23.9194 -1.7786
47 H -10.5009 -25.5737 -1.6432
48 H -12.3920 -25.3036 -2.8577
49 C -13.5936 -28.1137 2.4167
50 O -14.7167 -27.4858 2.9859
51 H -13.2430 -28.9202 3.0608
52 H -13.9287 -28.5235 1.4639
53 H -12.7471 -27.4427 2.2705
54 H -14.5824 -27.4336 3.9350
55 C -12.8916 -30.8462 -0.7788
56 O -14.0586 -31.1343 -1.5765
57 H -12.0854 -31.5141 -1.0824
58 H -12.5750 -29.8159 -0.9408
59 H -13.1070 -31.0575 0.2686
60 H -13.9354 -30.5812 -2.3514
61 C -10.5558 -21.0778 0.3774
62 O -11.6963 -21.5214 1.0934
63 H -10.6371 -20.0272 0.0985
64 H -9.6645 -21.3786 0.9280
65 H -10.5450 -21.5895 -0.5850
66 H -12.4448 -21.6263 0.5014
67 C -14.5509 -21.2003 -1.3536
68 O -13.7785 -22.3377 -1.0107
69 H -14.7136 -21.1963 -2.4314
70 H -15.4069 -21.2299 -0.6794
71 H -14.0042 -20.2699 -1.2000
72 H -13.9271 -23.1440 -1.5102
73 C -9.5962 -25.4106 1.9664
74 O -10.5132 -25.4849 3.0333
75 H -9.2226 -24.3879 1.9167
76 H -8.7205 -26.0506 2.0742
77 H -10.1516 -25.6892 1.0708
78 H -10.3404 -24.7521 3.6290
79 C -7.8524 -28.2214 -6.1369
80 O -7.9447 -27.4875 -7.3800
81 H -8.5356 -29.0706 -6.1530
82 H -6.8854 -28.6675 -5.9043
83 H -8.1128 -27.5064 -5.3565
84 H -7.2790 -26.7966 -7.4115
85 C -13.5260 -23.5671 3.0606
86 O -13.1416 -22.2021 3.2228
87 H -14.5171 -23.6121 3.5119
88 H -13.5017 -23.9302 2.0332
89 H -12.8069 -24.2105 3.5675
90 H -12.4407 -22.0137 2.5944
91 C -4.8747 -26.2614 -5.0674
92 O -3.6330 -25.9462 -4.4730
93 H -4.8989 -27.2427 -5.5413
94 H -5.5487 -26.2094 -4.2123
95 H -5.2091 -25.5740 -5.8443
96 H -3.5390 -26.1387 -3.5372

Cartesian forces, eV/Å:
C -0.048 -0.066 -0.312
O 0.031 0.444 -0.660
H 0.289 -0.036 0.327
H -0.462 -0.299 0.389
H 0.119 -0.005 0.178
H -0.030 0.121 -0.079
C -0.919 -0.225 -0.425
O 0.482 -0.126 -0.116
H 0.230 -0.342 -0.185
H 0.147 -0.005 0.351
H 0.323 0.363 0.099
H -0.127 0.307 0.127
C -0.106 1.442 0.107
O -0.352 -0.523 -0.377
H -0.227 -0.202 0.047
H 0.098 -0.702 -0.166
H 0.417 0.147 0.036
H 0.169 -0.019 0.299
C -0.067 0.463 -0.593
O -0.005 -0.247 1.178
H 0.120 -0.375 0.033
H 0.129 0.257 0.053
H -0.160 -0.155 -0.033
H 0.031 -0.177 -0.383
C -0.179 -0.742 -0.393
O 0.405 -0.311 0.458
H -0.721 0.369 0.161
H -0.170 -0.185 0.318
H 0.519 0.261 -0.528
H 0.151 0.580 -0.026
C 0.858 -0.647 -0.635
O -0.776 0.677 1.864
H 0.452 0.331 -0.595
H -1.096 0.228 -0.695
H -0.029 -0.278 0.155
H 0.493 -0.390 0.030
C 0.067 -0.773 1.129
O -0.783 0.050 -0.389
H 0.400 -0.216 0.022
H -0.790 0.496 -0.934
H 0.827 0.440 0.660
H 0.315 -0.029 -0.426
C -0.427 -0.617 1.189
O -0.143 0.354 -1.479
H -0.243 -0.170 -0.409
H 0.103 0.257 0.013
H 0.737 0.237 0.525
H -0.045 -0.082 0.226
C 0.163 -0.383 -0.049
O -0.348 0.356 0.260
H 0.032 -0.271 -0.114
H 0.241 -0.038 -0.018
H -0.027 0.251 -0.119
H -0.038 0.138 -0.002
C -0.383 -0.494 -0.507
O 0.501 0.319 0.549
H 0.225 -0.001 0.009
H 0.016 0.051 0.267
H -0.140 0.217 -0.056
H -0.136 0.062 -0.374
C -0.664 -0.635 -0.886
O 0.332 0.189 0.359
H 0.382 0.258 0.580
H -0.066 0.495 0.033
H 0.293 -0.256 -0.140
H -0.175 -0.171 -0.378
C 0.070 -0.491 -0.345
O 1.386 0.165 0.805
H -0.823 -0.003 0.158
H -0.479 0.447 -0.632
H 0.354 -0.213 0.484
H -0.379 0.168 -0.303
C -0.041 0.488 -0.126
O -0.147 -0.294 0.560
H 0.024 0.072 -0.553
H -0.073 -0.313 0.199
H 0.276 0.142 -0.178
H -0.061 -0.098 0.082
C -0.108 0.786 -0.294
O 0.005 -1.048 0.228
H -0.300 0.360 -0.215
H 0.342 0.279 -0.342
H -0.106 -0.380 0.438
H 0.058 0.014 0.183
C 0.435 0.571 0.551
O -0.367 -0.413 0.020
H 0.050 -0.538 -0.200
H -0.387 0.310 -0.295
H -0.217 -0.231 0.375
H 0.289 0.222 -0.160
C -0.449 -0.316 1.492
O 1.328 0.641 -1.217
H 0.195 -0.274 0.262
H -0.937 -0.310 -0.560
H 0.516 0.537 0.242
H -0.667 -0.247 -0.210

Values from the calculation:
HOMO-LUMO gap	9.590	eV
highest occupied orbital energy	-9.33	eV
E_LUMO	0.009	Ha

***

(4)
Computed, not measured: 3 unconnected molecules or ions with the total composition C14H18F3N2O10S2 at a distorted geometry, with the ωB97M-V functional and the def2-TZVPD basis.

Cartesian coordinates (Å):
1 C -1.8383 -2.0442 -3.5212
2 C -1.6088 -2.8147 -2.2372
3 F -2.0752 -4.0980 -2.3737
4 C -2.3572 -2.2140 -1.0439
5 N -2.0228 -0.7671 -0.9255
6 C -2.9731 0.1529 -1.1417
7 C -2.6840 1.5024 -1.0575
8 C -1.3890 1.8806 -0.7332
9 N -1.1270 3.3064 -0.6944
10 C 0.1094 3.6867 -0.1370
11 O 0.8425 4.4642 -0.6325
12 F 0.3415 3.1462 1.0357
13 C -1.1945 3.8137 -2.0619
14 O -1.9271 4.6306 -2.4303
15 F -0.3712 3.1585 -2.8477
16 C -0.4249 0.9158 -0.4989
17 C -0.7683 -0.4177 -0.5902
18 H -1.6116 -2.7000 -4.3515
19 H -1.1838 -1.1778 -3.5883
20 H -2.8605 -1.6792 -3.5885
21 H -0.5414 -2.8690 -2.0274
22 H -2.0545 -2.6735 -0.1164
23 H -3.4187 -2.2987 -1.2305
24 H -3.9739 -0.1477 -1.3955
25 H -3.4395 2.2480 -1.2387
26 H 0.5874 1.1757 -0.2431
27 H -0.0659 -1.2122 -0.4057
28 C -0.7532 -0.4409 3.8129
29 C -0.2815 -1.6675 4.5654
30 O -1.2054 -2.6984 4.1698
31 S -1.6679 -2.4662 2.6711
32 O -0.8818 -3.2599 1.7913
33 O -3.0826 -2.4830 2.6062
34 O -1.1577 -0.9492 2.5255
35 H -1.6208 0.0167 4.2904
36 H 0.0308 0.3009 3.6898
37 H -0.3106 -1.5382 5.6427
38 H 0.7218 -1.9681 4.2590
39 C 4.3056 2.0185 -0.2159
40 C 5.6192 1.3384 0.1076
41 O 5.2307 0.1086 0.7451
42 S 3.8685 -0.4210 0.1171
43 O 4.1418 -1.3905 -0.8765
44 O 2.9429 -0.6704 1.1669
45 O 3.4387 0.9418 -0.6208
46 H 3.8743 2.4977 0.6650
47 H 4.3945 2.7447 -1.0187
48 H 6.2415 1.9228 0.7781
49 H 6.1815 1.0953 -0.7954

Cartesian forces, eV/Å:
C 0.038 0.088 0.247
C 0.070 0.470 -0.171
F -0.156 -0.208 0.103
C 0.512 0.302 -0.339
N -0.320 -0.409 0.133
C 0.192 1.028 -0.122
C 0.224 -0.563 0.041
C -0.472 0.612 0.333
N 0.976 -1.496 -0.358
C -0.104 0.862 -0.440
O 0.247 0.236 -0.128
F -0.258 -0.505 0.580
C -0.134 -0.041 0.632
O -0.792 0.950 -0.330
F 0.533 -0.439 -0.321
C 0.108 -0.380 0.093
C -0.268 0.636 -0.051
H -0.046 -0.042 -0.227
H 0.149 0.051 0.013
H -0.208 -0.165 -0.176
H 0.146 -0.139 0.083
H -0.149 -0.355 0.208
H -0.223 -0.053 0.181
H -0.041 -0.466 0.016
H -0.195 0.022 0.001
H 0.214 -0.083 0.016
H 0.099 -0.154 0.072
C -0.207 0.158 0.307
C 0.486 0.059 -0.111
O -0.301 0.174 -0.153
S 0.296 0.220 0.543
O -0.120 0.027 -0.307
O -0.087 -0.149 -0.166
O 0.167 -0.134 0.008
H 0.004 -0.020 0.001
H 0.027 -0.061 -0.215
H -0.196 -0.160 0.015
H -0.010 0.023 0.000
C 0.005 0.211 0.301
C 0.186 0.061 -0.412
O -0.361 0.089 0.167
S 0.339 0.400 -0.100
O -0.235 -0.162 -0.014
O -0.122 -0.150 0.032
O 0.122 -0.080 -0.032
H 0.023 0.001 -0.002
H -0.107 -0.130 -0.130
H -0.036 -0.162 0.176
H -0.012 0.024 0.003

Values from the calculation:
HOMO-LUMO gap	9.415	eV
net charge	+1
highest occupied orbital energy	-13.94	eV
E_LUMO	-0.166	Ha